1.
The following is a DFT calculation (ωB97M-V with the def2-TZVPD basis set) of a molecular structure, C22H45GaN2OP3 in a non-equilibrium geometry.

* 2S+1: 1
* total charge: +3
* HOMO level (alpha / beta): -15.5 / -15.4 eV

Last column: Mulliken charge in e.
Element x y z (Å)
Ga (-0.04, -0.45, 0.58)  0.819
P (-1.60, -2.20, 1.07)  0.865
P (1.47, -1.32, 2.62)  1.067
P (1.53, -2.02, -0.88)  0.970
H (-0.57, 5.83, -6.53)  0.278
C (-0.64, 4.92, -7.15)  -0.601
C (-1.83, 4.38, -7.46)  -0.475
H (-2.77, 4.83, -7.12)  0.256
C (-3.15, -1.58, 1.79)  -1.401
C (-1.31, -3.66, 2.12)  -1.214
C (-2.19, -2.89, -0.52)  -1.152
C (3.09, -0.44, 2.70)  -1.109
C (0.75, -0.98, 4.27)  -1.247
C (1.95, -3.08, 2.80)  -1.018
C (0.95, -1.89, -2.61)  -1.324
C (1.70, -3.83, -0.66)  -1.373
C (3.25, -1.41, -0.98)  -1.355
H (0.30, 4.51, -7.53)  0.295
H (-1.91, 3.51, -8.12)  0.271
H (-3.44, -0.67, 1.26)  0.247
H (-2.99, -1.35, 2.86)  0.377
H (-3.97, -2.31, 1.69)  0.618
H (-1.04, -3.36, 3.14)  0.350
H (-0.52, -4.30, 1.70)  0.356
H (-2.25, -4.24, 2.16)  0.547
H (-2.60, -2.08, -1.14)  0.273
H (-2.98, -3.62, -0.30)  0.572
H (-1.38, -3.39, -1.06)  0.290
H (3.60, -0.70, 3.64)  0.504
H (2.94, 0.66, 2.69)  0.174
H (3.71, -0.70, 1.83)  0.257
H (1.42, -1.38, 5.05)  0.506
H (-0.24, -1.45, 4.36)  0.323
H (0.62, 0.10, 4.44)  0.299
H (3.04, -3.16, 2.97)  0.452
H (1.70, -3.64, 1.89)  -0.001
H (1.41, -3.54, 3.65)  0.465
H (1.37, -2.69, -3.23)  0.606
H (1.23, -0.91, -3.02)  0.314
H (-0.15, -1.96, -2.62)  0.275
H (1.89, -4.28, -1.65)  0.517
H (0.77, -4.26, -0.25)  0.354
H (2.55, -4.05, 0.01)  0.481
H (3.69, -1.77, -1.92)  0.529
H (3.84, -1.76, -0.12)  0.383
H (3.23, -0.31, -0.98)  0.325
C (-0.53, 0.89, -2.03)  0.208
C (0.59, 1.74, -1.92)  0.208
C (0.93, 2.56, -2.99)  -0.893
C (0.17, 2.52, -4.16)  -0.310
C (-0.91, 1.63, -4.30)  -0.616
C (-1.26, 0.81, -3.24)  -0.150
O (-0.99, 0.13, -1.04)  -0.291
H (1.39, 0.20, 0.30)  -0.775
H (1.20, 1.74, -1.01)  0.445
H (1.77, 3.25, -2.87)  0.457
H (0.42, 3.19, -4.98)  0.394
H (-1.48, 1.60, -5.22)  0.483
H (-2.05, 0.07, -3.30)  0.498
C (1.01, 3.93, 3.50)  -1.359
C (0.03, 2.95, 3.01)  0.506
C (-1.37, 2.92, 3.11)  -1.000
C (-1.82, 1.81, 2.38)  0.811
N (-0.74, 1.16, 1.87)  0.223
N (0.34, 1.87, 2.30)  0.395
C (-3.24, 1.54, 2.20)  -1.764
H (0.77, 4.92, 3.08)  0.358
H (0.92, 4.01, 4.59)  0.363
H (2.05, 3.68, 3.25)  0.317
H (-2.01, 3.63, 3.59)  0.533
H (1.28, 1.60, 1.92)  -0.121
H (-3.61, 0.70, 2.79)  0.317
H (-3.74, 2.43, 2.57)  0.445
H (-3.56, 1.38, 1.17)  0.372

=====

2.
The following is a DFT calculation (ωB97M-V with the def2-TZVPD basis set) of a molecular structure, C22H45N2OP3Ru in a non-equilibrium geometry.

* 2S+1: 5
* total charge: +4
* HOMO level (alpha / beta): -19.8 / -20.6 eV
* expectation value of S²: 6.058

Last column: Löwdin spin population.
Element x y z (Å)
Ru (0.12, -0.30, 0.34)  2.001
P (-1.53, -1.88, 0.44)  0.152
P (1.15, -0.94, 2.23)  0.057
P (1.41, -1.79, -0.73)  0.063
H (-0.56, 4.06, -0.56)  0.000
C (-0.94, 3.75, -1.52)  0.005
C (-2.15, 3.27, -1.78)  0.007
H (-2.98, 3.25, -1.11)  0.000
C (-2.98, -1.21, 1.40)  0.064
C (-1.23, -3.47, 1.33)  0.013
C (-2.25, -2.39, -1.17)  0.045
C (2.79, -0.13, 2.59)  0.039
C (0.17, -0.38, 3.68)  -0.005
C (1.62, -2.61, 2.86)  0.015
C (1.10, -2.07, -2.51)  0.018
C (1.89, -3.56, -0.45)  0.016
C (3.12, -1.12, -0.78)  0.047
H (-0.29, 3.94, -2.37)  0.001
H (-2.38, 3.02, -2.83)  0.000
H (-3.55, -0.56, 0.74)  0.000
H (-2.61, -0.69, 2.29)  0.001
H (-3.61, -2.04, 1.71)  0.010
H (-1.10, -3.28, 2.41)  0.000
H (-0.33, -3.98, 0.92)  0.000
H (-2.12, -4.11, 1.17)  0.002
H (-2.45, -1.48, -1.79)  0.002
H (-3.21, -2.90, -0.97)  0.008
H (-1.56, -3.09, -1.68)  0.000
H (3.32, -0.68, 3.38)  0.006
H (2.65, 0.89, 2.98)  0.000
H (3.43, -0.08, 1.71)  0.001
H (0.22, -1.13, 4.49)  -0.001
H (-0.88, -0.23, 3.41)  0.001
H (0.56, 0.57, 4.09)  0.000
H (2.62, -2.59, 3.31)  0.001
H (1.64, -3.37, 2.07)  0.001
H (0.93, -2.93, 3.64)  0.000
H (1.76, -2.90, -2.81)  0.001
H (1.34, -1.18, -3.10)  0.004
H (0.07, -2.37, -2.69)  0.001
H (2.35, -3.90, -1.40)  0.001
H (1.04, -4.23, -0.25)  0.000
H (2.66, -3.68, 0.32)  0.001
H (3.56, -1.45, -1.74)  0.006
H (3.73, -1.53, 0.03)  0.001
H (3.11, -0.02, -0.75)  0.002
C (-1.67, 0.51, -3.38)  0.007
C (-0.49, 0.88, -2.55)  0.084
C (0.72, 1.22, -3.33)  0.246
C (0.89, 0.87, -4.64)  0.142
C (-0.20, 0.22, -5.32)  0.056
C (-1.41, 0.04, -4.74)  0.258
O (-2.78, 0.52, -2.80)  0.225
H (-0.76, 0.21, -1.50)  0.036
H (-0.68, 1.80, -1.93)  0.007
H (1.49, 1.89, -2.84)  0.006
H (1.83, 0.99, -5.19)  0.004
H (-0.06, -0.16, -6.34)  0.000
H (-2.25, -0.48, -5.19)  0.009
C (1.50, 4.27, 3.14)  0.012
C (0.54, 3.41, 2.42)  0.060
C (-0.82, 3.38, 2.29)  0.045
C (-1.16, 2.32, 1.45)  0.022
N (-0.03, 1.72, 1.05)  0.155
N (0.98, 2.40, 1.63)  0.013
C (-2.46, 1.95, 0.92)  0.010
H (1.24, 5.33, 2.99)  0.004
H (1.50, 4.08, 4.22)  0.005
H (2.52, 4.08, 2.78)  0.000
H (-1.53, 4.08, 2.69)  0.002
H (1.93, 2.32, 1.33)  0.002
H (-3.00, 1.25, 1.55)  0.000
H (-3.08, 2.83, 0.84)  0.001
H (-2.39, 1.55, -0.08)  0.005

=====

3.
The following is a DFT calculation (ωB97M-V with the def2-TZVPD basis set) of a molecular structure, C22H45N2OP3SeW in a non-equilibrium geometry.

* 2S+1: 3
* total charge: +4
* HOMO level (alpha / beta): -19.0 / -19.2 eV
* expectation value of S²: 2.413

Last column: Löwdin spin population.
Element x y z (Å)
W (0.30, 0.07, 0.15)  1.114
P (1.41, 2.05, -0.93)  0.012
P (1.64, 0.57, 2.40)  -0.002
P (-1.66, 1.01, 1.03)  0.085
H (-0.53, -2.19, -1.39)  0.005
C (-0.82, -1.17, -1.13)  -0.044
C (-0.02, -0.15, -1.87)  0.006
H (0.82, -0.55, -2.44)  0.001
C (2.66, 1.72, -2.22)  0.000
C (2.24, 3.30, 0.09)  0.001
C (0.23, 3.13, -1.85)  0.007
C (1.16, -0.44, 3.86)  -0.008
C (3.39, 0.02, 2.29)  0.006
C (1.83, 2.23, 3.20)  0.002
C (-2.64, 2.19, 0.03)  0.009
C (-1.60, 1.96, 2.59)  0.026
C (-2.86, -0.31, 1.41)  0.023
H (-1.90, -1.08, -1.08)  0.009
H (-0.56, 0.57, -2.49)  0.009
H (2.21, 1.24, -3.09)  0.000
H (3.46, 1.08, -1.83)  0.000
H (3.11, 2.67, -2.54)  0.000
H (3.10, 2.87, 0.61)  0.000
H (1.55, 3.71, 0.83)  0.000
H (2.60, 4.12, -0.55)  0.000
H (-0.43, 2.58, -2.53)  0.000
H (0.82, 3.85, -2.44)  0.001
H (-0.39, 3.69, -1.14)  0.000
H (1.61, 0.01, 4.75)  0.000
H (1.53, -1.47, 3.75)  -0.006
H (0.07, -0.49, 3.99)  0.000
H (3.83, 0.12, 3.29)  0.000
H (3.95, 0.65, 1.58)  0.000
H (3.44, -1.03, 1.97)  0.000
H (1.96, 2.08, 4.28)  0.000
H (0.94, 2.86, 3.05)  0.000
H (2.70, 2.75, 2.80)  0.000
H (-2.60, 3.18, 0.52)  0.000
H (-3.68, 1.85, 0.01)  0.000
H (-2.28, 2.30, -1.00)  0.000
H (-2.64, 2.21, 2.84)  0.003
H (-1.04, 2.90, 2.44)  0.000
H (-1.15, 1.39, 3.41)  0.000
H (-3.85, 0.16, 1.43)  0.003
H (-2.63, -0.74, 2.40)  0.000
H (-2.86, -1.12, 0.67)  0.000
C (-3.67, 1.04, -4.12)  -0.002
C (-3.66, 0.50, -2.68)  0.028
C (-4.69, -0.48, -2.31)  0.253
C (-5.73, -0.75, -3.16)  0.114
C (-5.80, -0.13, -4.44)  0.057
C (-4.78, 0.65, -4.95)  0.277
O (-2.80, 1.89, -4.33)  0.242
H (-3.85, 1.49, -2.25)  0.011
H (-2.63, 0.25, -2.39)  0.003
H (-4.61, -0.90, -1.31)  0.009
H (-6.53, -1.43, -2.85)  0.001
H (-6.69, -0.28, -5.04)  -0.001
H (-4.82, 1.10, -5.94)  0.008
C (1.27, -5.04, 2.40)  -0.001
N (2.34, -4.37, 1.67)  -0.016
C (3.61, -4.89, 1.43)  -0.019
C (4.23, -4.04, 0.58)  -0.022
N (3.33, -3.00, 0.31)  -0.011
C (3.51, -1.97, -0.71)  0.000
C (2.19, -3.20, 1.02)  0.010
Se (0.56, -2.16, 1.08)  -0.204
H (0.42, -5.23, 1.74)  0.000
H (0.93, -4.42, 3.24)  -0.001
H (1.66, -5.99, 2.78)  0.000
H (3.93, -5.82, 1.87)  -0.001
H (5.21, -4.08, 0.14)  -0.001
H (4.48, -2.13, -1.19)  0.000
H (2.71, -2.04, -1.46)  0.000
H (3.48, -0.97, -0.26)  0.001